1.
# C39H38Br57F3N2O3S2

C39H38Br57F3N2O3S2 as an isolated structure (the ωB97M-V functional and the def2-TZVPD basis, the Open Molecules 2025 dataset).

Calculated values
DFT total energy = -4072417.4584 eV
LUMO energy = -0.437 eV

The geometry in XYZ format:
```
144
Properties=species:S:1:pos:R:3:forces:R:3
C -5.67018 -1.86855 -4.27904 0.70 -0.24 -1.16
C -5.05420 -2.60383 -3.56343 0.82 0.52 0.52
C -4.16783 -3.06339 -2.52233 -0.85 -0.37 -0.49
C -4.68313 -3.35753 -1.25693 0.85 -0.20 0.13
C -3.77557 -3.76064 -0.28646 0.10 -0.09 0.90
C -2.41381 -3.87595 -0.54879 0.61 0.10 -0.69
C -1.91989 -3.58072 -1.81259 -0.56 0.03 0.42
C -2.80514 -3.18087 -2.80448 1.14 0.16 -0.22
C -2.21328 -2.86777 -4.17519 -1.38 -0.63 0.11
O -2.06072 -1.46189 -4.44945 0.33 -0.34 0.45
C -1.17444 -0.81562 -3.66798 0.39 0.80 -1.24
F -0.68357 0.22196 -4.39070 -0.23 -0.15 0.19
F -1.71696 -0.28848 -2.57352 0.13 -0.38 0.19
F -0.10998 -1.56426 -3.33668 -0.25 -0.05 0.37
N -1.47478 -4.29472 0.45830 -0.87 -0.23 0.58
C -1.58222 -5.73078 0.71962 -0.07 0.60 0.20
S -0.09941 -6.63687 0.19031 0.34 0.07 -1.20
O -0.46473 -7.36391 -0.99726 -0.18 -0.39 0.25
O 1.05545 -5.78919 0.09212 -0.03 0.21 0.60
C -1.66095 -3.51454 1.66415 0.95 0.07 0.00
C -0.54739 -2.91537 2.22959 -0.66 0.09 0.42
C -0.72971 -2.14076 3.38109 0.84 -0.28 0.10
N 0.41729 -1.46802 3.95445 -0.45 0.10 -1.08
C 0.63732 -0.20873 3.16686 0.22 0.20 0.14
C 1.79012 -0.31867 2.15828 -0.84 0.26 -0.65
C 2.16830 1.05759 1.57882 0.66 -0.08 0.45
C -1.97875 -2.00558 3.96233 -0.23 0.69 0.09
C -3.09711 -2.60714 3.39481 0.26 0.00 -0.07
C -2.91495 -3.35308 2.24515 -0.42 -0.49 -0.81
S -4.27825 -4.13106 1.38596 -0.23 0.25 0.05
H -6.09590 -1.22967 -5.01753 -0.10 -0.14 0.05
H -5.72995 -3.28140 -0.98957 -0.01 0.07 -0.30
H -0.85236 -3.65666 -1.98516 -0.09 -0.02 -0.05
H -1.29415 -3.42807 -4.34355 0.12 0.30 0.13
H -2.94666 -3.21494 -4.90575 0.20 0.27 -0.18
H -1.71028 -5.91042 1.78943 0.02 -0.12 -0.17
H -2.42989 -6.12351 0.15576 0.26 -0.49 0.13
H 0.14713 -7.53375 1.19458 -0.31 0.22 -0.02
H 0.43501 -3.04078 1.78843 -0.11 -0.03 -0.08
H 1.19405 -2.06738 3.68907 0.17 0.07 0.42
H 0.77680 0.65378 3.82918 0.12 -0.23 0.11
H -0.26349 0.00163 2.57983 0.01 0.07 0.20
H 1.39285 -0.90434 1.31969 0.26 -0.28 0.19
H 2.65486 -0.84681 2.57111 -0.05 0.14 0.04
H 2.42539 1.01209 0.51877 -0.07 -0.08 0.08
H 3.05554 1.42207 2.11132 -0.27 0.18 -0.18
H 1.37483 1.79941 1.70460 -0.01 -0.13 -0.01
H -2.05589 -1.37393 4.85663 -0.09 -0.24 -1.07
H -4.09439 -2.49846 3.80853 0.12 0.10 0.04
C 4.31544 3.82798 4.65706 0.02 0.04 0.07
Br 4.88178 3.86787 2.81539 -0.04 -0.01 0.06
Br 3.46621 5.47401 5.18301 0.02 -0.14 -0.07
Br 3.19689 2.30271 5.02611 0.03 0.05 0.02
H 5.20627 3.72196 5.25972 -0.01 -0.01 -0.02
C 0.00262 2.87615 -7.20832 0.06 -0.20 0.15
Br 1.65500 2.77124 -8.18603 -0.11 0.05 0.04
Br 0.03381 4.26644 -5.87823 -0.03 0.00 -0.08
Br -1.51382 3.05762 -8.38552 0.12 -0.03 0.14
H -0.11457 1.93915 -6.67949 0.00 0.01 0.00
C -3.66309 1.60706 0.19588 0.01 -0.05 -0.06
Br -3.65387 -0.31456 0.08442 -0.11 -0.14 0.22
Br -2.33341 2.25799 1.43023 -0.04 -0.04 -0.10
Br -3.46760 2.33755 -1.56587 0.02 0.25 -0.02
H -4.62704 1.92152 0.57135 0.00 -0.08 0.01
C -0.50824 1.76722 -11.84400 0.01 0.01 0.04
Br -1.32702 3.33783 -12.60343 0.03 -0.07 -0.03
Br -1.15857 0.14131 -12.63004 -0.07 0.42 -0.19
Br 1.41413 1.86541 -11.91167 -0.07 -0.03 -0.10
H -0.79049 1.74394 -10.80039 0.05 0.03 -0.01
C 2.90848 8.33931 2.27013 0.06 -0.03 -0.02
Br 2.20055 8.74916 4.01823 0.03 0.01 -0.08
Br 4.72822 7.71577 2.35646 -0.09 0.13 -0.05
Br 1.77576 7.10811 1.31415 0.05 0.02 0.07
H 2.91780 9.26409 1.71070 -0.02 -0.01 0.01
C 9.05199 8.72956 2.48655 -0.12 0.04 0.05
Br 8.28869 6.98648 2.21634 -0.01 0.01 0.13
Br 7.81962 9.93476 3.34012 0.07 -0.11 0.03
Br 10.72910 8.63601 3.43186 -0.05 -0.08 0.02
H 9.26293 9.13352 1.50760 -0.01 -0.03 0.00
C 10.44061 6.06930 -1.60177 0.01 -0.04 0.04
Br 9.09806 4.86053 -0.93438 0.04 0.06 -0.06
Br 10.54350 6.02601 -3.52317 -0.03 0.02 0.08
Br 10.18049 7.86537 -0.94982 0.02 -0.01 -0.14
H 11.39365 5.72803 -1.22320 -0.02 0.01 0.00
C -7.77882 -0.78990 -1.05303 -0.02 0.02 -0.04
Br -9.06224 -1.71853 0.04434 0.07 0.04 -0.05
Br -7.93155 -1.27758 -2.91024 -1.18 0.38 0.86
Br -7.86778 1.11919 -0.80307 0.03 -0.07 0.00
H -6.79563 -1.10192 -0.72458 0.01 0.04 -0.01
C -2.50922 -1.58670 8.57937 0.13 -0.28 0.06
Br -4.25393 -2.27159 9.02191 0.11 0.19 0.07
Br -1.84411 -2.31116 6.90653 -0.16 -0.01 1.22
Br -2.48236 0.33621 8.58494 0.00 0.01 -0.12
H -1.83246 -1.91669 9.35566 -0.04 0.04 0.03
C 3.49786 -8.14031 -1.39703 -0.05 0.05 0.03
Br 3.58420 -10.04523 -1.67373 0.02 0.08 0.01
Br 4.76697 -7.55549 -0.06946 -0.06 -0.04 -0.07
Br 3.69879 -7.16983 -3.04651 0.01 -0.05 0.07
H 2.51065 -7.91623 -1.01665 0.02 0.04 -0.04
C -5.47096 -6.14007 7.61124 -0.02 -0.02 0.02
Br -4.76744 -4.76368 6.45851 -0.01 -0.20 -0.11
Br -4.48975 -6.24360 9.26822 -0.06 -0.02 -0.11
Br -7.35996 -5.93666 7.90703 0.09 0.00 0.00
H -5.33352 -7.08295 7.09832 -0.07 -0.02 0.06
C 13.45863 11.30944 3.79246 0.02 0.01 0.02
Br 12.97280 12.80718 2.68323 0.01 -0.06 0.04
Br 15.28982 10.77959 3.51673 -0.07 0.04 0.01
Br 13.08562 11.64797 5.65155 0.02 -0.01 -0.10
H 12.83765 10.47894 3.48930 0.00 0.03 -0.01
C -4.04454 1.11985 12.00840 -0.04 -0.01 -0.08
Br -3.30293 2.89366 12.11002 -0.02 -0.08 0.00
Br -2.73141 -0.22355 12.42730 -0.02 0.01 0.05
Br -5.62128 0.93825 13.09828 0.08 0.01 -0.03
H -4.34464 0.95819 10.98159 0.02 -0.01 0.01
C 0.40352 -2.46065 -15.75697 0.05 0.05 0.04
Br -1.31801 -3.08635 -15.15276 0.05 0.03 0.01
Br 1.03581 -3.46019 -17.27652 -0.07 0.04 0.06
Br 0.38725 -0.56825 -16.09805 0.01 -0.08 -0.07
H 1.10200 -2.63208 -14.94993 -0.02 -0.01 -0.01
C -0.63461 -2.36428 -9.26292 0.06 -0.12 -0.06
Br -1.92649 -3.32830 -8.20737 0.02 0.04 -0.04
Br -0.73970 -2.85783 -11.12749 0.02 -0.24 0.36
Br -0.77712 -0.46414 -8.96990 -0.05 -0.08 -0.01
H 0.34422 -2.66174 -8.91452 -0.01 0.00 -0.01
C -3.44824 6.51090 -8.46662 0.05 -0.02 0.03
Br -5.16658 5.81548 -7.94305 0.06 0.03 -0.03
Br -2.83949 5.73091 -10.11688 -0.15 0.20 -0.10
Br -3.44823 8.43538 -8.54260 -0.02 -0.08 -0.01
H -2.74111 6.22167 -7.70010 -0.01 -0.01 -0.02
C 7.25375 11.40195 -0.84752 -0.10 -0.09 -0.02
Br 6.51210 9.64033 -1.07865 0.03 0.07 0.08
Br 6.02231 12.58966 0.03442 0.06 -0.07 0.00
Br 8.94890 11.33580 0.06780 0.07 0.19 -0.16
H 7.43961 11.80601 -1.83254 0.02 0.00 0.02
C -2.26709 -7.64063 5.88369 0.04 -0.06 0.11
Br -2.32757 -9.56182 5.76163 -0.01 0.09 -0.01
Br -0.96065 -7.04587 7.15997 -0.03 0.00 -0.07
Br -2.00200 -6.82064 4.16011 -0.04 -0.01 0.14
H -3.23373 -7.31392 6.23977 0.03 0.06 -0.04
C -7.74034 -10.08713 9.44884 -0.04 0.04 0.04
Br -6.04331 -10.06043 8.53351 -0.03 0.05 0.01
Br -7.79906 -8.81054 10.89041 0.03 -0.04 -0.11
Br -9.21083 -9.85599 8.22770 0.08 0.02 0.04
H -7.84445 -11.06773 9.89093 0.02 0.01 -0.02
```
Forces are in eV/Å.

2.
# C39H38CaN8OS3Se

C39H38CaN8OS3Se as an isolated structure (the ωB97M-V functional and the def2-TZVPD basis, the Open Molecules 2025 dataset).

Calculated values
energy relative to the best compared isomer or geometry (same formula, charge and spin) = 38.95 kcal/mol
DFT total energy = -171319.0790 eV
LUMO energy = -1.599 eV

The geometry in XYZ format:
```
91
Properties=species:S:1:pos:R:3:forces:R:3
Ca 1.94918 -20.89240 -8.30881 0.15 -0.46 -1.67
C 1.00131 -24.10451 -8.98005 0.60 0.81 0.21
N 1.58411 -23.23342 -10.06087 -0.82 0.52 1.67
C 0.54206 -22.67481 -10.95184 -1.05 -0.93 0.63
C 1.02392 -21.47065 -11.72463 0.13 -0.40 -1.67
N 1.46181 -20.23056 -11.10141 -1.35 0.85 1.98
C 2.77659 -19.73688 -11.50807 -0.54 0.60 0.29
C 0.40503 -19.20073 -11.01312 -0.65 -0.58 0.28
C 0.46097 -18.15235 -11.90883 -0.71 0.05 -0.33
C -0.65723 -17.28295 -12.12015 2.28 0.84 -1.66
C -1.81178 -17.55449 -11.46846 -0.96 -0.10 1.57
C -1.88993 -18.62485 -10.56712 0.65 -0.51 0.72
C -0.77808 -19.36706 -10.13663 1.19 0.74 -3.47
S -0.86979 -20.52932 -8.92352 0.07 -0.89 1.74
C 2.71269 -23.81691 -10.69947 1.51 -0.63 -0.80
C 2.42277 -24.81607 -11.64238 1.38 1.06 0.95
C 3.43014 -25.48406 -12.27364 1.55 -1.78 -1.11
C 4.76729 -25.19205 -11.94695 -0.90 0.60 0.38
C 5.09610 -24.16074 -11.06842 -1.16 -1.14 -0.72
C 4.10552 -23.43223 -10.43690 -2.98 -0.08 -0.30
S 4.51669 -22.04387 -9.50841 -0.09 0.77 1.00
H 0.38355 -24.94730 -9.28707 0.39 -0.44 -0.60
H 0.28001 -23.50674 -8.43303 -0.13 0.46 0.28
H 1.77869 -24.42668 -8.23805 -0.55 0.15 -0.99
H -0.34061 -22.44462 -10.32992 0.55 -0.09 -0.29
H 0.16826 -23.43804 -11.70828 0.55 0.76 0.58
H 0.29821 -21.31103 -12.56004 0.29 0.25 0.60
H 1.89760 -21.87821 -12.21555 0.52 0.10 -0.43
H 2.82207 -19.33644 -12.54891 0.08 -0.45 0.48
H 3.44394 -20.57638 -11.34561 0.48 0.29 -0.18
H 2.99968 -18.89690 -10.80011 0.25 -0.67 -0.68
H 1.36965 -18.12227 -12.51627 -0.60 0.49 0.00
H -0.54723 -16.45584 -12.90479 -0.29 -1.14 1.45
H -2.65358 -16.87522 -11.35645 -0.06 -0.03 -1.04
H -2.83814 -18.94525 -10.14752 -0.04 0.51 0.23
H 1.42672 -25.02377 -11.87989 -1.41 -0.39 -0.20
H 3.24400 -26.33391 -13.00432 0.06 1.28 0.98
H 5.55656 -25.75479 -12.37320 0.61 -0.49 -0.52
H 6.09744 -23.90889 -10.85653 1.06 0.18 0.10
Se -1.10404 -24.13493 -1.67626 -0.31 1.86 -1.59
N 0.26821 -24.50378 -2.70315 1.07 1.29 -1.25
C 0.49109 -23.46817 -3.56559 -0.73 -2.52 1.83
C 1.57131 -23.46842 -4.51100 1.75 0.91 -0.59
C 2.69785 -24.37655 -4.41189 -0.04 1.45 -1.14
C 3.74622 -24.21211 -5.31966 -2.53 0.21 -1.39
C 3.50678 -23.37654 -6.50966 -0.66 0.24 4.12
N 2.59718 -22.40187 -6.46481 -0.72 -0.62 0.68
C 1.66493 -22.35615 -5.43081 2.75 -4.06 0.11
C 0.83976 -21.24817 -5.28296 -4.70 3.18 -0.65
N 0.86421 -20.20724 -6.20047 0.39 0.34 2.36
C 0.07062 -19.12705 -5.97284 1.43 -1.42 -1.66
C -0.98564 -19.08071 -5.10065 0.69 -0.77 0.50
C -1.14862 -20.13312 -4.24232 0.95 -1.12 -0.55
C -0.27495 -21.25172 -4.35586 0.50 0.42 0.36
C -0.44772 -22.41323 -3.48189 -1.50 0.39 1.15
N -1.44486 -22.53123 -2.57528 1.66 -0.91 -0.26
H 2.76301 -25.13357 -3.62965 -0.25 0.33 -0.16
H 4.56082 -24.89744 -5.26149 0.63 -0.11 -0.20
H 4.14175 -23.40154 -7.34185 0.83 0.05 -1.26
H 0.29937 -18.29098 -6.62322 -0.34 -0.03 -0.21
H -1.65191 -18.27330 -5.13056 -0.67 1.14 0.19
H -1.91973 -20.11244 -3.49992 -0.33 -0.33 0.21
C 1.53167 -15.31180 -4.70176 1.78 -2.19 0.25
C 2.01346 -14.98197 -6.14175 -2.57 1.15 1.77
C 3.36110 -15.43298 -6.48377 1.57 -0.11 1.59
N 3.58550 -16.87034 -6.60124 -2.30 0.20 1.22
C 4.41744 -17.52837 -7.33221 0.54 0.20 -2.03
S 4.19135 -19.15019 -7.64607 0.68 -0.57 -0.23
N 5.45340 -16.83564 -8.03050 -0.03 -2.21 0.98
C 6.27166 -15.99799 -7.25313 2.67 0.84 -1.20
O 5.91820 -15.37319 -6.27822 1.12 -1.03 -0.66
C 7.75967 -15.90983 -7.85686 -2.56 -0.05 -0.07
C 7.97239 -15.83279 -9.23155 0.70 -0.82 0.78
C 9.30301 -15.79834 -9.69783 -0.80 0.40 -0.70
C 10.39107 -16.02676 -8.84095 -1.33 0.14 0.34
C 10.12432 -16.04784 -7.46296 -0.50 0.34 -0.90
C 8.82440 -15.90385 -7.00229 0.54 0.26 1.28
H 0.61600 -14.85398 -4.45092 -0.96 0.83 0.27
H 2.29494 -15.15920 -3.88646 -0.64 0.32 -0.94
H 1.32299 -16.42010 -4.61395 0.14 0.89 -0.22
H 2.08781 -13.86494 -6.23368 -0.25 -0.88 0.04
H 1.15701 -15.28954 -6.78827 0.96 0.05 -0.11
H 4.14233 -15.01786 -5.77131 -1.59 -0.45 -0.85
H 3.52535 -14.99661 -7.41061 0.99 0.66 -1.97
H 2.81197 -17.50425 -6.36184 0.43 0.67 0.41
H 5.91845 -17.60546 -8.59926 -0.28 1.70 0.81
H 7.11758 -15.99007 -9.87870 0.20 0.67 -0.37
H 9.37885 -15.47990 -10.75562 0.54 -0.88 0.58
H 11.37195 -16.23439 -9.22824 0.28 0.39 -0.09
H 10.89098 -16.07205 -6.72705 0.72 -0.25 0.26
H 8.65411 -15.75616 -5.93381 -0.02 -0.33 -0.24
```
Forces are in eV/Å.

Which of these has the highest LUMO energy? C39H38Br57F3N2O3S2